No. 1
Molecular formula: C2H6N2S
Method: DFT, ωB97M-V with the def2-TZVPD basis set

Computed properties:
Frontier orbital gap = 0.3063 hartree
Energy above the lowest of the compared OMol25 structures with the same formula, charge and spin = 121.8 kcal per mole
Spin multiplicity = 1
E_LUMO = -0.017 Ha

XYZ file:
```
11
Properties=species:S:1:pos:R:3:nbo_charge:R:1
C -0.7359 -0.5080 0.1893 -0.231
C 0.4650 0.3656 0.1852 0.087
H -2.3415 1.1101 -0.7808 0.380
H -2.9081 0.5423 0.3302 0.383
H -0.6048 -1.1271 -0.6684 0.220
H -1.0435 -1.0086 1.0482 0.224
H 0.5237 1.3262 0.7031 0.202
H 3.8620 -1.2723 -0.1289 0.158
N -1.9072 0.5291 0.0411 -0.976
N 1.5090 -0.3529 -0.2817 -0.529
S 3.1813 0.3957 -0.6373 0.082
```



No. 2
Molecular formula: C3H10N4S2
Method: DFT, ωB97M-V with the def2-TZVPD basis set

Computed properties:
Frontier orbital gap = 0.3179 hartree
Charge = +2
Energy above the lowest of the compared OMol25 structures with the same formula, charge and spin = 15.2 kcal per mole
Spin multiplicity = 1
E_LUMO = -0.302 Ha

XYZ file:
```
19
Properties=species:S:1:pos:R:3:nbo_charge:R:1
C 1.3948 2.3260 0.8692 -0.313
C 2.7669 2.5473 0.9723 -0.286
C 0.9443 1.4798 -0.2030 0.135
N 0.3631 -1.2635 0.6333 -0.661
N -0.3159 1.3619 -0.6287 -0.398
N -0.6142 -1.7647 -0.2868 -0.588
N -0.7930 0.3913 -1.5470 -0.627
S 3.7084 1.5990 -0.0440 0.484
S 2.2332 0.6882 -1.1015 0.313
H 0.6459 2.8704 1.5760 0.294
H 3.0989 3.2601 1.7164 0.316
H 0.3333 -1.5720 1.6080 0.407
H -1.1241 1.9064 -0.4278 0.443
H -0.6302 -2.6763 -0.6067 0.414
H -0.8029 -0.8929 -1.0784 0.424
H -1.4488 -1.9603 0.3093 0.423
H 1.1543 -1.7837 0.3024 0.372
H -0.2246 0.4819 -2.4310 0.406
H -1.6520 0.5947 -2.0400 0.440
```



No. 3
Molecular formula: C4H6NO2
Method: DFT, ωB97M-V with the def2-TZVPD basis set

Computed properties:
Frontier orbital gap = 0.3342 hartree
Charge = +1
Energy above the lowest of the compared OMol25 structures with the same formula, charge and spin = 119.7 kcal per mole
Spin multiplicity = 1
E_LUMO = -0.206 Ha

XYZ file:
```
13
Properties=species:S:1:pos:R:3:nbo_charge:R:1
C -2.0044 -0.6082 -0.0836 -0.380
C -0.7467 -1.0799 0.3023 0.111
C -1.9605 0.7334 -0.2268 0.286
C 2.3638 0.3723 -0.0968 -0.291
N 0.1507 -0.1889 0.3837 0.262
O -0.8642 1.2500 0.1446 -0.322
O 1.2857 0.0231 0.7938 -0.187
H -2.8825 -1.1240 -0.2868 0.272
H -0.3344 -2.0263 0.5067 0.282
H -2.8066 1.4124 -0.3072 0.260
H 2.8716 -0.6046 -0.1094 0.236
H 2.7745 1.2877 0.1953 0.242
H 2.1529 0.5529 -1.2158 0.231
```



No. 4
Molecular formula: H4N2O3Si
Method: DFT, ωB97M-V with the def2-TZVPD basis set

Computed properties:
Frontier orbital gap = 0.3664 hartree
Energy above the lowest of the compared OMol25 structures with the same formula, charge and spin = 52.0 kcal per mole
Spin multiplicity = 1
E_LUMO = -0.019 Ha
Structure (SMILES) = O=NO[SiH]=O.N

XYZ file:
```
10
Properties=species:S:1:pos:R:3:nbo_charge:R:1
N 1.1753 0.4185 -0.0402 -1.102
N -4.1388 -1.6113 0.6383 0.400
O -4.5145 -0.9706 -0.2881 -0.298
O -2.9887 -2.2728 0.4899 -0.706
O -2.6562 -3.2163 -2.0845 -1.121
Si -2.0481 -2.3855 -0.9477 1.946
H 0.9750 0.0458 0.8341 0.356
H 1.9437 -0.1126 -0.5694 0.376
H 1.4450 1.4617 0.1378 0.373
H -0.8840 -1.7285 -0.7710 -0.225
```



No. 5
Molecular formula: C41H27N11OSr
Method: DFT, ωB97M-V with the def2-TZVPD basis set

Computed properties:
Frontier orbital gap (spin up / spin down) = 0.1788 / 0.1866 hartree
Charge = -1
Spin multiplicity = 2
E_LUMO (spin up / spin down) = 0.073 / 0.063 Ha

XYZ file:
```
81
Properties=species:S:1:pos:R:3:lowdin_spin:R:1
Sr 0.1051 0.7773 -0.2671 0.003
C -0.3370 -6.0813 -0.1811 -0.004
C 1.0433 -5.9922 -0.3754 0.007
C 1.6626 -4.7543 -0.5452 -0.003
C 0.8662 -3.6270 -0.5191 0.005
C 1.2062 -2.1667 -0.6142 -0.004
N 2.3732 -1.6883 -0.8981 0.066
C 2.6353 -0.2550 -0.7988 0.020
C 3.2832 0.5367 -1.7588 0.012
C 3.7437 0.2955 -3.0824 0.003
C 4.2087 1.3430 -3.8263 0.003
C 4.2321 2.6740 -3.2974 0.007
C 3.7857 2.9388 -2.0343 0.000
C 3.3017 1.8762 -1.2306 0.014
C 2.6685 1.8294 0.0261 0.010
N 2.3741 2.9661 0.8634 0.073
C 1.2667 3.0967 1.5132 -0.013
N 0.1117 2.3280 1.3858 0.061
C -0.9400 2.8750 1.9790 0.044
N -2.2078 2.4548 1.9798 0.044
C -2.6488 1.2855 1.4148 0.150
N -1.9405 0.3325 0.7573 -0.017
C -2.6986 -0.7564 0.4953 0.178
N -2.2760 -2.0082 0.0650 0.012
C -1.0313 -2.3097 -0.2406 0.062
N 0.0072 -1.4876 -0.4537 0.046
C -0.5047 -3.7161 -0.3162 -0.001
C -1.1294 -4.9345 -0.1467 0.006
C -4.0545 -0.4677 0.9272 0.054
C -5.2425 -1.1982 0.8646 0.020
C -6.3912 -0.6209 1.3711 0.026
C -6.3649 0.6681 1.9453 0.035
C -5.1885 1.3896 2.0190 0.014
C -4.0280 0.8157 1.5014 0.059
C -0.4703 4.1214 2.6665 -0.004
C -1.1414 5.0519 3.4396 0.003
C -0.4140 6.1272 3.9398 -0.005
C 0.9490 6.2629 3.6622 0.004
C 1.6139 5.3251 2.8775 -0.004
C 0.8867 4.2576 2.3833 0.001
N 2.3164 0.5265 0.2798 0.004
H -0.7933 -7.0553 -0.0504 0.000
H 1.6390 -6.8974 -0.3905 0.001
H 2.7325 -4.6628 -0.6898 0.000
H 3.7291 -0.7107 -3.4894 0.000
H 4.5642 1.1696 -4.8361 0.000
H 4.6062 3.4837 -3.9137 0.000
H 3.7905 3.9500 -1.6438 0.000
H -2.1979 -4.9840 0.0244 0.000
H -5.2502 -2.1904 0.4299 0.001
H -7.3269 -1.1656 1.3301 0.001
H -7.2818 1.0935 2.3357 0.002
H -5.1533 2.3750 2.4673 0.000
H -2.1981 4.9344 3.6463 0.000
H -0.9072 6.8722 4.5524 0.000
H 1.4939 7.1083 4.0656 0.000
H 2.6693 5.4184 2.6530 0.000
C 3.0345 -3.6086 2.4714 0.000
N 1.7959 -2.8715 2.6165 0.000
C 0.5467 -3.3841 2.8887 0.001
C -0.2966 -2.3112 2.8890 0.000
N 0.4083 -1.1550 2.6366 0.000
C 1.6559 -1.5249 2.5080 0.001
H 2.7963 -4.6609 2.3265 0.000
H 3.6759 -3.5055 3.3467 0.000
H 3.5619 -3.2517 1.5863 0.000
H 0.3798 -4.4447 2.9851 0.000
H -1.3703 -2.3093 3.0010 0.000
H 2.4778 -0.8761 2.2422 0.000
O -0.1009 1.5678 -2.3756 0.001
N -0.4012 1.0056 -3.5070 0.000
C -1.2467 1.6181 -4.3551 0.000
C -1.5803 1.0208 -5.5545 0.000
C -1.0363 -0.2085 -5.8815 0.000
C -0.1636 -0.8115 -4.9988 0.000
C 0.1539 -0.1873 -3.8069 0.001
H -1.6092 2.5674 -3.9944 0.000
H -2.2662 1.5335 -6.2135 0.000
H -1.2900 -0.6940 -6.8147 0.000
H 0.2942 -1.7691 -5.2032 0.000
H 0.8324 -0.5699 -3.0544 0.001
```



No. 6
Molecular formula: C4H9N3O
Method: DFT, ωB97M-V with the def2-TZVPD basis set

Computed properties:
Frontier orbital gap = 0.2965 hartree
Energy above the lowest of the compared OMol25 structures with the same formula, charge and spin = 133.7 kcal per mole
Spin multiplicity = 1
E_LUMO = 0.025 Ha

XYZ file:
```
17
Properties=species:S:1:pos:R:3:nbo_charge:R:1
C 0.2791 -1.0043 -0.3914 -0.444
C -0.2468 -1.9470 0.6705 -0.619
N 0.1960 1.0092 0.7175 -0.175
C 1.1535 0.0833 -0.0338 0.393
C -1.0438 0.5893 -0.2852 0.239
O 0.4575 2.3741 0.6983 -0.515
N 2.1567 0.6511 -0.5524 -0.639
N -1.1831 1.4909 -1.1894 -0.885
H 0.1715 2.5769 -0.2359 0.511
H -0.0207 0.7303 1.6703 0.407
H 0.5463 -1.4885 -1.3281 0.217
H 2.6258 0.0184 -1.1994 0.358
H -2.0676 1.4459 -1.6804 0.376
H -1.8324 0.0859 0.2760 0.164
H -0.6088 -1.4329 1.5690 0.180
H -1.0926 -2.5207 0.2809 0.219
H 0.5095 -2.6619 1.0137 0.213
```



No. 7
Molecular formula: C53H28Cl4CoN5
Method: DFT, ωB97M-V with the def2-TZVPD basis set

Computed properties:
Frontier orbital gap (spin up / spin down) = 0.1930 / 0.1924 hartree
Charge = -1
Spin multiplicity = 2
E_LUMO (spin up / spin down) = 0.046 / 0.046 Ha

XYZ file:
```
91
Properties=species:S:1:pos:R:3:lowdin_spin:R:1
Co 0.5288 -0.0601 -0.1899 0.953
Cl -2.1317 -5.4383 -7.4472 0.000
C -1.6418 -4.4425 -6.1005 -0.001
C -1.8319 -3.0735 -6.1621 0.000
C -1.4365 -2.2904 -5.0877 -0.002
C -0.8571 -2.8578 -3.9547 -0.002
C -0.6879 -4.2409 -3.9201 -0.001
C -1.0721 -5.0372 -4.9876 0.000
C -0.4389 -2.0142 -2.8038 -0.022
C 0.5447 -1.0599 -3.0179 0.008
C 1.2169 -0.8340 -4.2672 0.008
C 2.0326 0.2363 -4.1010 0.009
C 1.8994 0.6521 -2.7333 0.006
C 2.5761 1.7348 -2.1588 -0.007
C 3.4030 2.6080 -3.0326 -0.001
C 3.0091 3.9143 -3.3117 0.000
C 3.7798 4.7453 -4.1120 0.000
C 4.9594 4.2573 -4.6455 0.000
Cl 5.9373 5.2908 -5.6555 0.000
C 5.3783 2.9628 -4.3903 0.000
C 4.5984 2.1493 -3.5824 -0.001
C 2.5803 1.9746 -0.7863 0.005
N 1.9748 1.1973 0.1466 0.000
C 2.4173 1.6406 1.3834 -0.007
C 2.2552 1.0016 2.5872 0.028
C 2.9740 1.5034 3.7866 0.003
C 2.5891 2.6935 4.3991 0.001
C 3.2500 3.1685 5.5223 0.000
C 4.3032 2.4375 6.0425 0.000
Cl 5.1392 3.0242 7.4573 0.000
C 4.7065 1.2492 5.4589 0.000
C 4.0401 0.7915 4.3321 0.001
C 1.4087 -0.1420 2.7792 0.001
C 1.4052 -1.1190 3.7522 0.020
C 0.2413 -1.9309 3.5707 0.002
C -0.4128 -1.4237 2.4918 0.017
N 0.2912 -0.3606 1.9771 0.001
C -1.7802 -1.3875 1.8892 0.002
C -1.7271 -2.0118 0.4985 -0.013
C -2.6256 -2.9121 -0.0798 -0.004
C -2.2449 -3.0444 -1.4071 -0.012
C -1.1203 -2.2153 -1.5851 -0.002
N -0.8072 -1.5813 -0.4014 -0.011
C -2.7797 -1.9884 2.8501 0.000
C -3.4994 -1.1596 3.7067 0.000
C -4.3547 -1.6823 4.6635 0.000
C -4.4826 -3.0565 4.7699 0.000
Cl -5.5608 -3.7284 5.9671 0.000
C -3.7658 -3.9059 3.9477 0.000
C -2.9159 -3.3654 2.9926 0.000
C 3.2891 2.7844 1.1865 0.002
C 3.3826 2.9944 -0.1397 -0.009
N 0.9985 -0.1450 -2.0882 -0.021
H -2.2882 -2.6286 -7.0356 0.000
H -1.5880 -1.2190 -5.1199 0.000
H -0.2446 -4.6931 -3.0422 0.000
H -0.9312 -6.1090 -4.9605 0.000
H 1.0798 -1.4200 -5.1612 0.000
H 2.6765 0.6945 -4.8329 0.000
H 2.0796 4.2829 -2.8955 0.000
H 3.4670 5.7581 -4.3255 0.000
H 6.3061 2.6017 -4.8124 0.000
H 4.9224 1.1385 -3.3671 0.000
H 1.7544 3.2480 3.9888 0.000
H 2.9473 4.0930 5.9948 0.000
H 5.5371 0.6964 5.8761 0.000
H 4.3616 -0.1270 3.8572 0.000
H 2.1496 -1.2429 4.5215 0.001
H -0.0738 -2.7572 4.1878 0.000
H -3.4606 -3.3890 0.4070 0.000
H -2.7237 -3.6384 -2.1682 -0.001
H -3.3853 -0.0862 3.6198 0.000
H -4.9164 -1.0330 5.3208 0.000
H -3.8688 -4.9771 4.0550 0.000
H -2.3419 -4.0270 2.3568 0.000
H 3.7832 3.3260 1.9768 0.000
H 3.9708 3.7378 -0.6523 -0.001
N -7.3822 3.3385 -0.9357 0.001
C -6.4550 2.7870 -0.5348 0.000
C -5.2996 2.1013 -0.0294 0.001
C -4.1189 2.8043 0.2237 0.000
C -3.0202 2.1458 0.7311 0.002
C -3.0527 0.7664 0.9882 0.000
C -4.2417 0.0779 0.7249 0.001
C -5.3520 0.7337 0.2239 0.000
C -1.8612 0.1200 1.5379 0.011
C -0.6233 0.6467 1.3865 0.030
H -4.0770 3.8672 0.0245 0.000
H -2.1027 2.6795 0.9402 0.001
H -4.2975 -0.9871 0.8966 0.000
H -6.2636 0.1862 0.0232 0.000
```